No. 1
Below is a 2-piece molecular cluster, C3H10NOS overall at a distorted geometry, with properties calculated with the ωB97M-V functional and the def2-TZVPD basis.

Its total charge is -1. The calculation puts the HOMO energy at -2.873 eV.

Cartesian coordinates (Å):
1 C -1.1971 -2.5541 0.6806
2 N -0.4222 -1.3048 0.8609
3 C 0.6424 -1.2548 -0.1254
4 C 1.2541 0.0818 -0.5778
5 S -0.1008 0.9667 -1.4808
6 H -2.2052 -2.2685 1.0308
7 H -0.8923 -3.3117 1.4447
8 H -1.0487 -2.9617 -0.3875
9 H -0.9431 -0.3939 0.6756
10 H 1.4387 -1.8863 0.2058
11 H 0.4144 -1.8673 -1.0627
12 H 2.1614 -0.2383 -1.1810
13 H 1.6367 0.6636 0.3293
14 H 0.1333 2.4477 0.7783
15 H -0.8276 3.0197 1.8435
16 O 0.0631 2.8533 1.7657

Charges obtained by Mulliken population analysis, quoted in units of e: C -0.68; N -0.35; C -0.67; C -0.71; S -0.65; H 0.30; H 0.20; H 0.25; H 0.32; H 0.38; H 0.23; H 0.27; H 0.20; H 0.32; H 0.27; O -0.68



No. 2
Below is C23H39Cl8N3O2P as an isolated structure at a distorted geometry, with properties calculated with the ωB97M-V functional and the def2-TZVPD basis.

Its total charge is +1. The calculation puts the HOMO energy at -11.191 eV.

Cartesian coordinates (Å):
1 C 8.1403 -1.0897 1.5065
2 C 7.3585 -0.6325 0.1820
3 C 5.9300 -0.1402 0.6288
4 C 4.9375 0.1859 -0.5611
5 C 3.8833 1.3268 -0.2613
6 C 3.2271 1.2763 1.1784
7 C 1.9361 0.3922 1.2692
8 N 1.7456 -0.9121 1.6134
9 C 0.3157 -1.1479 1.5523
10 P -0.6124 -2.7172 1.9217
11 N 0.4031 -3.7901 2.4913
12 O -1.2908 -3.2272 0.4174
13 O -1.8086 -2.5022 3.0605
14 C -0.2611 0.1132 1.1662
15 C -1.7197 0.5719 0.9581
16 C -2.2650 0.4942 -0.4148
17 C -3.6452 0.9694 -0.6268
18 C -4.4765 1.5140 0.4687
19 C -3.8781 1.5557 1.8384
20 C -2.5023 1.0934 2.1104
21 N 0.7685 1.0807 0.9802
22 H 8.1669 -0.1909 2.1833
23 H 7.4640 -1.8423 2.0199
24 H 9.1534 -1.5169 1.2882
25 H 7.3560 -1.4738 -0.5606
26 H 7.9092 0.2726 -0.2087
27 H 5.4158 -0.9270 1.2720
28 H 6.0549 0.7728 1.2787
29 H 4.4519 -0.7527 -0.9467
30 H 5.5819 0.5678 -1.4160
31 H 3.0326 1.1755 -1.0023
32 H 4.3025 2.3462 -0.5029
33 H 3.9214 0.9834 2.0099
34 H 2.8916 2.3335 1.4168
35 H 2.4818 -1.5675 1.8752
36 H 1.3337 -3.3577 2.5524
37 H -1.1205 -2.5432 -0.2808
38 H -2.3706 -1.7585 2.7388
39 H -1.6538 0.1150 -1.2444
40 H -4.0737 0.9387 -1.6623
41 H -5.5077 1.8911 0.2620
42 H -4.4906 1.9865 2.6684
43 H -2.0536 1.1591 3.1346
44 H 0.6251 2.0517 0.7006
45 Cl -4.7280 3.9520 0.7384
46 C -5.1583 5.6141 0.2403
47 C -5.8147 6.3937 1.3584
48 Cl -7.4368 5.7701 1.7473
49 H -5.8045 5.5474 -0.6348
50 H -4.2308 6.1047 -0.0582
51 H -5.9389 7.4352 1.0596
52 H -5.2158 6.3697 2.2688
53 Cl -4.4838 -6.0004 3.7194
54 C -4.6990 -5.4340 2.0458
55 C -3.4915 -5.7287 1.1829
56 Cl -2.0736 -4.7492 1.6454
57 H -4.9190 -4.3668 2.0758
58 H -5.5733 -5.9510 1.6469
59 H -3.7144 -5.4893 0.1410
60 H -3.2066 -6.7793 1.2373
61 Cl 1.0224 4.5765 -2.6992
62 C 1.2882 2.9225 -3.3046
63 C -0.0036 2.1444 -3.4264
64 Cl -0.7210 1.7654 -1.8330
65 H 1.9923 2.4272 -2.6357
66 H 1.7581 3.0156 -4.2846
67 H 0.1852 1.1900 -3.9222
68 H -0.7469 2.6894 -4.0081
69 Cl -0.1817 -1.2063 -2.3901
70 C -0.9937 -2.0628 -3.7310
71 C -0.0060 -2.7487 -4.6467
72 Cl 0.9632 -1.5801 -5.5783
73 H -1.6070 -1.3411 -4.2705
74 H -1.6567 -2.8020 -3.2794
75 H -0.5402 -3.3663 -5.3696
76 H 0.6782 -3.3897 -4.0908

Charges obtained by Mulliken population analysis, quoted in units of e: C -1.09; C -0.43; C -0.44; C -0.81; C -0.02; C -0.77; C 0.01; N 0.09; C -0.65; P 1.40; N -0.88; O -0.59; O -0.43; C 0.33; C 0.09; C 0.02; C -0.57; C -0.77; C -0.66; C -0.35; N 0.09; H 0.29; H 0.27; H 0.35; H 0.34; H 0.30; H 0.12; H 0.29; H 0.30; H 0.40; H -0.22; H 0.52; H 0.49; H 0.31; H 0.38; H 0.11; H 0.23; H 0.32; H -0.01; H 0.38; H 0.58; H 0.47; H 0.45; H 0.45; Cl -0.08; C -0.49; C -0.44; Cl -0.18; H 0.31; H 0.29; H 0.33; H 0.31; Cl -0.17; C -0.41; C -0.50; Cl -0.08; H 0.28; H 0.34; H 0.26; H 0.33; Cl -0.18; C -0.02; C -0.28; Cl 0.04; H -0.18; H 0.39; H -0.05; H 0.37; Cl 0.03; C -0.71; C -0.47; Cl -0.18; H 0.35; H 0.41; H 0.38; H 0.30



No. 3
Below is a 3-piece molecular cluster, C4H16NO3 overall at a distorted geometry, with properties calculated with the ωB97M-V functional and the def2-TZVPD basis.

Its total charge is +1. The calculation puts the HOMO energy at -14.647 eV.

Cartesian coordinates (Å):
1 O -0.3671 -1.0057 -1.9244
2 C -0.8834 0.2693 -1.7009
3 C -0.6750 0.6833 -0.1981
4 N 0.7191 0.0769 0.1974
5 C 1.0061 0.2034 1.7183
6 C -0.7675 2.2361 -0.0273
7 H -1.0273 -1.7315 -1.9729
8 H -1.9617 0.3893 -1.8872
9 H -0.2736 0.7994 -2.4362
10 H -1.4376 0.1013 0.4190
11 H 0.6514 -0.9231 -0.1917
12 H 1.4197 0.6153 -0.3323
13 H 1.9431 0.6514 1.9106
14 H 1.1515 -0.8908 2.0612
15 H 0.1829 0.5559 2.3180
16 H -1.7628 2.7130 -0.1125
17 H -0.4097 2.5648 0.9399
18 H -0.2424 2.8404 -0.7633
19 H 3.0374 -2.0020 -1.7588
20 H 1.5070 -2.0272 -2.2888
21 O 2.0546 -1.7579 -1.5507
22 H -1.7916 -0.9673 3.3153
23 H -1.3540 0.3329 3.8664
24 O -1.2810 -0.2254 3.0725

Charges obtained by Mulliken population analysis, quoted in units of e: O -0.46; C -0.64; C 0.18; N -0.16; C -0.83; C -1.39; H 0.28; H 0.40; H 0.33; H 0.24; H 0.48; H 0.39; H 0.38; H 0.33; H 0.30; H 0.40; H 0.38; H 0.40; H 0.31; H 0.31; O -0.61; H 0.26; H 0.30; O -0.58



No. 4
Below is C4H8N4O3S as an isolated structure at a distorted geometry, with properties calculated with the ωB97M-V functional and the def2-TZVPD basis.

The calculation puts the HOMO energy at -8.762 eV.

Cartesian coordinates (Å):
1 C -1.2261 -0.9259 -0.2162
2 C 0.9219 0.7566 -0.4170
3 C 0.5938 0.1776 0.8120
4 C 2.2156 1.4478 -0.7855
5 N -1.2196 0.3051 -1.0190
6 N -0.1760 0.9806 -1.1042
7 N -0.5152 -0.5876 0.9354
8 N -0.4522 -2.0159 -0.8378
9 O -2.6063 -1.1072 0.1276
10 O -2.9563 1.1887 1.0291
11 O -4.7749 -0.2451 -0.0115
12 S -3.2954 0.4670 -0.1902
13 H -4.6916 -0.9155 0.6832
14 H 1.0363 0.4192 1.7654
15 H 2.2117 1.9280 -1.7969
16 H 2.7153 0.5028 -0.9482
17 H 2.7729 2.0113 -0.0014
18 H -1.2873 -0.4700 1.6492
19 H -0.9136 -2.3812 -1.6463
20 H -0.3175 -2.7120 -0.1155

Charges obtained by Mulliken population analysis, quoted in units of e: C 0.65; C 0.45; C -0.13; C -1.16; N -0.49; N -0.29; N -0.19; N -0.55; O -0.57; O -0.52; O -0.45; S 0.72; H 0.34; H 0.43; H 0.30; H 0.31; H 0.27; H 0.35; H 0.27; H 0.25



Number 1: DFT total energy -17645.9625 eV. Number 2: DFT total energy -142507.1251 eV. Number 3: DFT total energy -12032.9557 eV. Number 4: DFT total energy -27212.4879 eV.